Entry 1:
{
  "formula": "C10H8INOS",
  "method": "wB97M-V/def2-TZVPD",
  "species": ["N", "C", "C", "O", "S", "I", "C", "C", "C", "C", "C", "C", "C", "C", "H", "H", "H", "H", "H", "H", "H", "H"],
  "positions_angstrom": [[2.568857, 0.420409, 2.060700], [1.986956, 0.331291, 1.073012], [1.200657, 0.029211, -0.064433], [2.083064, -0.727963, -1.199498], [3.537593, -1.321304, -1.047429], [5.073476, 0.451450, -0.831777], [0.899030, 1.509556, -0.640244], [-0.584910, 1.735635, -0.563863], [-1.053462, 0.387925, -0.261338], [-2.410707, 0.040300, -0.140073], [-2.811107, -1.194588, 0.298695], [-1.826579, -2.087495, 0.776262], [-0.549411, -1.722395, 0.751680], [-0.137528, -0.518370, 0.129862], [1.243823, 1.576273, -1.696199], [1.577793, 2.224301, -0.173994], [-1.049989, 2.365605, -1.333769], [-0.613850, 2.475446, 0.281720], [-3.139153, 0.822452, -0.404446], [-3.914187, -1.403266, 0.510148], [-2.266087, -2.844392, 1.384491], [0.185718, -2.550081, 1.090492]],
  "forces_ev_per_angstrom": [[0.0226, 0.3968, -0.1300], [0.9337, -1.6693, 1.7762], [1.5866, 2.0569, -2.6861], [-2.6355, 1.6378, 0.8365], [0.5181, -1.0499, 0.7607], [0.2877, 0.5460, -0.1193], [2.1608, -0.7956, -2.4370], [1.0664, 2.4147, 1.2980], [-3.4017, -0.0629, 0.4381], [-0.7792, 0.8952, -0.7989], [-1.1631, 0.2735, 0.8518], [-3.2291, 1.0489, 0.3407], [3.9039, -1.9096, -0.3243], [0.4983, -1.7176, 0.5878], [-0.1642, -0.6228, 0.4539], [-0.4760, 0.0909, 0.4116], [0.1819, -0.9197, -0.4241], [-0.9068, -1.0641, 0.0249], [0.1873, -0.5389, 0.1372], [1.7041, 0.2244, -0.6343], [0.5316, -1.1847, 0.0190], [-0.8274, 1.9500, -0.3824]],
  "mulliken_charge": [-0.456, -0.227, 1.953, -0.288, -0.013, -0.001, -1.205, -0.795, 0.451, -0.632, -0.404, -0.503, -0.479, -0.216, 0.299, 0.485, 0.438, 0.276, 0.373, 0.283, 0.371, 0.288],
  "smiles": "N#C[C@]1(OSI)CCc2ccccc21",
  "homo_ev": -8.3
}



Entry 2:
{
  "formula": "C10H8IrN3O6",
  "method": "wB97M-V/def2-TZVPD",
  "species": ["O", "C", "Ir", "C", "O", "C", "O", "C", "O", "C", "O", "H", "C", "N", "C", "C", "C", "N", "C", "O", "N", "H", "H", "H", "H", "H", "H", "H"],
  "positions_angstrom": [[-0.304312, 4.853284, -0.475173], [-0.278078, 3.746838, -0.795831], [-0.098928, -1.063972, -2.147243], [-0.110128, -2.843500, -1.380229], [-0.066401, -3.921939, -0.958428], [-0.039368, -1.712450, -3.982438], [0.013511, -2.098460, -5.073884], [1.792295, -0.509698, -2.078298], [2.933278, -0.360749, -2.172235], [-1.693374, 0.009403, -2.306890], [-2.647848, 0.659622, -2.404747], [-0.209804, 2.394422, -1.134544], [1.907218, 1.613375, 2.259354], [0.871749, 0.687605, 1.794609], [0.062875, 0.078270, 2.710391], [-0.932317, -0.748498, 2.296086], [-1.079199, -0.969272, 0.913663], [-0.211052, -0.454356, 0.041210], [0.701693, 0.479658, 0.440468], [1.371492, 1.135632, -0.401659], [-2.057376, -1.777315, 0.433639], [2.521369, 1.924816, 1.413576], [2.533076, 1.122168, 3.012453], [1.447851, 2.493996, 2.725293], [0.274581, 0.325170, 3.748494], [-1.595890, -1.250542, 2.990819], [-2.766665, -2.115383, 1.072211], [-2.340248, -1.698124, -0.540674]],
  "forces_ev_per_angstrom": [[0.1283, -5.4659, -1.5788], [0.0018, 2.5474, 0.7120], [0.6490, -0.1015, -2.3411], [0.8606, -3.7646, 1.8726], [-0.2695, 3.1921, -1.5173], [0.3931, -1.5700, -4.6109], [-0.2485, 1.4039, 4.0413], [4.5508, -1.0195, 0.1554], [-3.3166, -0.0861, 0.0056], [-4.1931, 2.3581, 0.3359], [2.0082, -1.3484, -0.2140], [0.3777, 2.6220, 0.9685], [0.2664, 0.3165, 0.1413], [0.3912, 0.4207, -0.1621], [3.0790, 2.5748, 2.6376], [-2.7886, -2.4094, -1.7800], [-0.9328, -0.9682, 1.0182], [0.9886, 1.6043, -0.1707], [0.0684, 0.0859, -0.8048], [-1.4597, -0.0914, 1.1522], [-0.3657, 0.3114, 0.1313], [-0.1259, -0.1343, 0.2081], [-0.1651, -0.0176, -0.1960], [-0.0115, -0.2073, -0.0886], [-0.1558, -0.2318, -0.3232], [0.0646, 0.1432, 0.0497], [0.0957, -0.0203, -0.1024], [0.1094, -0.1439, 0.4601]],
  "lowdin_spin": [0.000, 0.035, 0.831, 0.131, 0.048, 0.068, 0.025, 0.135, 0.062, 0.220, 0.176, 0.043, 0.020, 0.254, 0.483, 0.507, 0.233, 0.260, 0.065, 0.126, 0.208, 0.000, 0.007, 0.009, 0.024, 0.014, 0.002, 0.013],
  "multiplicity": 5,
  "total_charge": 2,
  "homo_ev": [-12.7, -16.9],
  "s2": 6.017
}



Entry 3:
{
  "formula": "C10H8N2",
  "method": "wB97M-V/def2-TZVPD",
  "species": ["C", "C", "C", "C", "C", "C", "C", "C", "C", "N", "N", "C", "H", "H", "H", "H", "H", "H", "H", "H"],
  "positions_angstrom": [[1.318507, -1.541597, -2.771847], [0.420568, -2.249587, -1.962222], [-0.031285, -1.563600, -0.820642], [0.365077, -0.250369, -0.662652], [-0.075593, 0.545902, 0.607433], [-1.381351, 0.308037, 1.096087], [-1.696185, 1.053565, 2.254065], [-0.935402, 1.961513, 2.756152], [0.311866, 2.164081, 2.081291], [0.740482, 1.471993, 1.034656], [1.195396, 0.437034, -1.458750], [1.572342, -0.220797, -2.581439], [1.673372, -1.926859, -3.774293], [0.075241, -3.507015, -2.168387], [-0.454128, -2.138305, 0.024382], [-2.111519, -0.634391, 0.620024], [-2.841395, 0.694981, 2.656759], [-1.192990, 2.354016, 3.799752], [0.990877, 2.800914, 2.516039], [2.056118, 0.240483, -3.246408]],
  "forces_ev_per_angstrom": [[-1.0609, -1.9987, -2.6775], [-0.4182, -2.8165, 0.2662], [0.4743, -1.8188, -0.3661], [0.7744, 1.9093, 2.0055], [-2.0572, -2.4825, -2.8880], [0.0144, -1.8114, -0.6168], [-7.7159, -5.9082, -2.1481], [3.4592, 3.1609, 2.8771], [-1.6415, -1.2670, 0.4956], [0.0360, 1.0421, 1.2608], [-0.8986, -0.7818, -1.1284], [-3.5601, -2.5988, 6.6459], [-0.4062, -0.0031, 1.4303], [1.3134, 4.2635, 0.6369], [-0.2875, 0.6646, -0.7709], [2.3212, 3.2891, 1.5823], [3.4152, 1.4948, -0.5354], [0.6763, 0.0344, -1.8829], [1.5247, 1.6887, 0.7203], [4.0370, 3.9396, -4.9069]],
  "mulliken_charge": [-0.319, -0.273, -0.646, 0.718, 0.606, -0.605, -0.022, -0.488, -0.129, -0.532, -0.486, -0.399, 0.266, 0.192, 0.377, 0.174, 0.156, 0.282, 0.486, 0.642],
  "smiles": "c1ccc(-c2ccccn2)nc1",
  "homo_ev": -9.1
}



Entry 4:
{
  "formula": "C10H8N2",
  "method": "wB97M-V/def2-TZVPD",
  "species": ["C", "C", "C", "C", "C", "C", "C", "C", "C", "C", "H", "H", "H", "H", "H", "H", "H", "H", "N", "N"],
  "positions_angstrom": [[-2.839531, 0.835586, -0.731807], [-3.478125, -0.137926, -0.011894], [-2.736635, -1.153402, 0.663827], [-0.777786, -0.132893, 0.068966], [-1.478881, 0.837134, -0.651991], [0.813731, -0.145033, 0.012709], [1.510428, 0.911175, 0.646506], [2.800348, 0.862202, 0.620138], [3.457812, -0.175992, -0.072462], [2.703144, -1.111863, -0.674346], [-3.437607, 1.556316, -1.159906], [-4.633133, -0.239080, -0.025149], [-3.159340, -1.980500, 1.470685], [-0.958469, 1.555419, -1.062161], [0.978174, 1.606722, 1.177161], [3.436486, 1.660943, 1.095359], [4.523493, -0.326827, 0.023522], [3.287440, -2.129362, -1.423299], [-1.365710, -1.119185, 0.647143], [1.354158, -1.173436, -0.612998]],
  "forces_ev_per_angstrom": [[0.6424, -1.4847, 1.5721], [-2.4782, -3.1385, 1.2122], [0.4385, -0.1261, 1.5664], [2.1391, 0.7365, -1.7222], [-1.1225, -2.4130, 1.8395], [-2.8094, -0.0353, 0.3985], [-3.4821, -2.1133, -1.3015], [5.8688, 0.8606, 0.1790], [0.7252, 0.5079, 0.9598], [0.6370, -4.5464, -2.9337], [-0.7629, 1.6131, -1.3033], [2.1249, 0.3573, 0.1542], [0.7180, 2.2470, -2.7060], [2.6684, 3.7074, -2.2914], [-1.2579, 1.7721, 1.0506], [-0.7561, -0.9794, -0.3543], [0.0813, 0.3379, -0.3767], [-1.8912, 3.3963, 2.6681], [-2.2395, -1.6889, 1.4867], [0.7562, 0.9895, -0.0981]],
  "mulliken_charge": [-0.691, -0.227, -0.229, 0.545, -0.492, 0.511, -0.650, -0.282, -0.472, -0.033, 0.498, 0.260, 0.263, 0.574, 0.504, 0.322, 0.360, 0.194, -0.498, -0.458],
  "homo_ev": -9.4
}



Entry 5:
{
  "formula": "C10H8N2Si",
  "method": "wB97M-V/def2-TZVPD",
  "species": ["C", "C", "C", "C", "C", "C", "C", "C", "C", "C", "N", "N", "Si", "H", "H", "H", "H", "H", "H", "H", "H"],
  "positions_angstrom": [[3.069616, 0.513682, -1.030195], [2.749004, -0.828050, -1.071384], [2.152902, 1.454044, -0.733475], [1.626484, -1.311104, -0.406741], [-3.233232, -0.926527, 0.126923], [-2.789199, 1.535411, 0.329503], [0.938861, 1.036508, -0.141408], [0.676794, -0.458587, 0.089464], [-2.240818, -1.721285, 0.645933], [-0.277264, 1.608394, -0.035740], [-3.442559, 0.426266, 0.156130], [-1.454518, 1.656143, 0.172998], [-0.674427, -1.070127, 1.367229], [4.076783, 0.799314, -1.285298], [3.342326, -1.503472, -1.600205], [2.366844, 2.570604, -0.758592], [1.620143, -2.365680, -0.351048], [-4.084483, -1.463257, -0.272864], [-3.395835, 2.320361, 0.687178], [0.058693, -2.318732, 1.863580], [-1.086115, 0.046097, 2.248013]],
  "forces_ev_per_angstrom": [[1.4632, -0.4170, -1.0027], [-1.1100, 0.7012, 0.9309], [-1.5341, 2.6356, 1.8233], [0.8260, 0.7937, -0.9925], [1.0633, -1.2216, -0.4651], [-1.6235, -2.6844, -0.2567], [1.5537, -3.9498, -0.9502], [0.0544, 2.6578, 1.4190], [-0.1908, 1.3033, -0.1082], [-5.7538, 0.7184, 0.7758], [-0.0575, 1.0216, 0.5738], [4.8931, 0.6423, -0.3935], [-0.0093, -1.5166, -1.4475], [0.0540, 0.2023, -0.4547], [1.2718, -0.9810, -0.3896], [-0.1800, -1.6434, -0.2136], [-0.7777, -1.0394, 0.4017], [-0.4773, 0.2768, -0.0723], [0.1459, 1.4501, 0.0752], [-0.1523, 1.0333, 0.2897], [0.5409, 0.0169, 0.4572]],
  "mulliken_charge": [-0.424, -0.492, -0.583, -0.477, -0.134, -0.117, 0.048, 0.254, -0.545, 0.695, -0.409, -0.242, 0.540, 0.387, 0.428, 0.293, 0.376, 0.362, 0.387, -0.204, -0.141],
  "homo_ev": [-6.5, -6.5]
}



Going through the records in order, we get energy relative to the best compared isomer or geometry (same formula, charge and spin) values of 0.0000, 1.7998, 3.1072, 2.4248, 2.9129 eV.
Going through the records in order, we get calculated total energy values of -32970.652, -30070.356, -13476.575, -13477.257, -21349.705 eV.